[1]
C2H6NOPS | the ωB97M-V functional and the def2-TZVPD basis

Element x y z (Å)
C  0.95  -0.27  0.56
C  0.14  0.96  1.00
N  -0.05  -1.32  0.48
O  -1.22  0.74  0.67
P  -1.57  -0.73  0.11
S  -0.61  -0.09  -2.95
H  1.40  -0.10  -0.43
H  1.72  -0.53  1.28
H  0.19  1.10  2.09
H  0.47  1.88  0.50
H  0.24  -2.19  0.07
H  -1.67  0.56  -3.38

The total energy comes out at -25831.9269 eV. The calculation puts the HOMO-LUMO gap (spin up / spin down) at 6.59 / 6.58 eV. The value obtained for the highest occupied orbital energy (spin up / spin down) is -7.5 / -7.5 eV. For the relative energy (zero: lowest compared OMol25 entry of this formula, charge and spin), the calculation gives 15.5 kJ/mol. Its total charge is 0.

***

[2]
C2H6NS2 | the ωB97M-V functional and the def2-TZVPD basis

Element x y z (Å)
C  1.07  -0.14  0.22
C  -1.20  -0.47  -0.08
N  -0.15  0.58  0.11
S  2.13  0.14  -1.46
S  2.56  0.85  0.50
H  0.85  -1.17  0.62
H  -1.24  -1.05  -1.00
H  -1.25  -1.12  0.71
H  -2.21  0.06  -0.07
H  -0.40  0.93  0.96
H  -0.16  1.37  -0.52

The total energy comes out at -25322.9507 eV. The calculation puts the HOMO-LUMO gap at 8.57 eV. The value obtained for the highest occupied orbital energy is -13.2 eV. For the relative energy (zero: lowest compared OMol25 entry of this formula, charge and spin), the calculation gives 122.6 kJ/mol. Its total charge is +1.

***

[3]
C2H6O | the ωB97M-V functional and the def2-TZVPD basis

Element x y z (Å)
C  0.17  -0.94  0.11
C  -0.38  0.44  -0.13
O  -0.86  1.13  0.89
H  -0.70  -1.57  0.33
H  0.69  -1.34  -0.77
H  0.82  -0.94  0.98
H  -0.86  0.57  -1.12
H  0.84  1.15  -0.52
H  0.29  1.50  0.21

The total energy comes out at -4214.5639 eV. The calculation puts the HOMO-LUMO gap at 10.27 eV. The value obtained for the highest occupied orbital energy is -9.6 eV. For the relative energy (zero: lowest compared OMol25 entry of this formula, charge and spin), the calculation gives 376.6 kJ/mol. Its total charge is 0.